Here is 2 unconnected molecules or ions with the total composition C3H6N3O2 at a distorted geometry from the Open Molecules 2025 dataset. Energies are from the ωB97M-V functional and the def2-TZVPD basis.

```
! RIJCOSX wB97M-V def2-TZVPD def2/J DEFGRID3
* xyz 1 1
C -0.16 1.06 -2.26
C 0.62 0.00 1.24
C -0.32 -0.21 2.09
N -0.40 1.18 -1.04
N 0.85 -0.70 0.10
N -1.14 -0.63 2.85
O 0.16 -1.81 -0.03
O 1.72 -0.44 -0.66
H -0.45 1.53 -3.18
H 0.49 0.12 -2.50
H 0.99 1.09 1.19
H -0.86 1.98 -0.43
H -2.07 -0.65 3.24
H 0.58 -2.52 -0.59
*
```

max |F|	7.50	eV Å⁻¹
energy above the lowest of the compared OMol25 structures with the same formula, charge and spin	638.7	kJ/mol

=====

Here is a gas-phase ion, C6H11O (charge -1) at a distorted geometry from the Open Molecules 2025 dataset. Energies are from the ωB97M-V functional and the def2-TZVPD basis.

```
! RIJCOSX wB97M-V def2-TZVPD def2/J DEFGRID3
* xyz -1 1
C -0.82 -1.92 -0.40
C -0.72 -0.79 0.37
C -0.29 -0.91 1.78
C -0.94 0.57 -0.25
C 0.29 1.47 -0.25
C 1.39 0.89 -1.22
O 2.52 1.87 -1.38
H -0.55 -2.89 0.07
H -1.16 -1.93 -1.45
H -0.08 -1.93 2.20
H 0.72 -0.49 1.88
H -0.98 -0.39 2.46
H -1.57 1.04 0.53
H -1.42 0.43 -1.24
H 0.89 1.79 0.66
H -0.06 2.47 -0.66
H 0.90 0.80 -2.28
H 1.87 -0.07 -0.84
*
```

max |F|	4.27	eV Å⁻¹
structure (SMILES)	C=C(C)CCC[O-]
energy above the lowest of the compared OMol25 structures with the same formula, charge and spin	115.8	kJ/mol

=====

Here is a molecular structure, C30H31ErNOP2 at a distorted geometry from the Open Molecules 2025 dataset. Energies are from the ωB97M-V functional and the def2-TZVPD basis.

```
! RIJCOSX wB97M-V def2-TZVPD def2/J DEFGRID3
* xyz 1 4
C 0.95 -3.07 -2.78
C 0.94 -1.79 -2.20
C -0.25 -1.05 -2.24
C -1.37 -1.52 -2.92
C -1.35 -2.79 -3.48
C -0.19 -3.57 -3.40
C -2.61 -0.66 -2.87
C -2.28 0.82 -2.83
C -1.11 1.20 -2.18
C -0.74 2.57 -2.09
C -1.64 3.52 -2.55
C -2.86 3.14 -3.12
C -3.18 1.79 -3.28
H 1.87 -3.66 -2.76
H -2.25 -3.17 -3.98
H -0.17 -4.56 -3.86
H -3.19 -0.83 -3.79
H -1.39 4.58 -2.48
H -3.56 3.91 -3.47
H -4.12 1.47 -3.74
N -0.33 0.19 -1.55
Er -0.28 0.11 0.46
C 2.14 -1.21 -1.48
H 2.27 -0.13 -1.69
H 3.05 -1.73 -1.81
C 0.54 2.96 -1.38
H 1.39 2.33 -1.71
H 0.78 4.01 -1.57
P 2.11 -1.44 0.43
P 0.37 2.76 0.49
C -0.81 4.10 0.85
H -1.26 3.92 1.83
H -0.31 5.08 0.87
H -1.62 4.13 0.11
C 1.92 3.50 1.09
H 1.87 4.60 1.08
H 2.08 3.16 2.12
H 2.76 3.16 0.48
C 2.01 -3.23 0.59
H 3.00 -3.64 0.38
H 1.73 -3.50 1.62
H 1.29 -3.69 -0.09
C 3.87 -1.09 0.71
H 4.10 -1.14 1.78
H 4.45 -1.85 0.18
H 4.14 -0.10 0.34
C -3.35 -0.99 -1.67
O -2.97 -0.89 -0.51
H -4.26 -1.33 -2.19
C -2.24 -1.93 4.04
C -1.95 -2.40 2.76
C -0.75 -2.04 2.10
C 0.19 -1.19 2.77
C 1.40 -0.68 2.12
C 2.13 0.34 2.75
C 1.79 0.79 4.03
C 0.70 0.26 4.70
C -0.14 -0.70 4.08
C -1.34 -1.10 4.70
H -3.17 -2.22 4.53
H -2.65 -3.07 2.26
H -0.49 -2.57 1.17
H 3.04 0.73 2.29
H 2.40 1.55 4.52
H 0.44 0.58 5.71
H -1.56 -0.72 5.70
*
```

expectation value of S²	3.818
max |F|	3.91	eV Å⁻¹
energy above the lowest of the compared OMol25 structures with the same formula, charge and spin	102.8	kJ/mol

=====

Here is a molecular structure, C25H32FeN4O10P2Te at a distorted geometry from the Open Molecules 2025 dataset. Energies are from the ωB97M-V functional and the def2-TZVPD basis.

```
! RIJCOSX wB97M-V def2-TZVPD def2/J DEFGRID3
* xyz 0 5
Fe -0.32 -1.11 -1.91
O 1.69 -0.93 -1.36
N 2.38 -0.14 -2.06
N 1.80 0.10 -3.17
O 0.70 -0.50 -3.56
C 2.36 1.12 -4.00
C 3.43 1.91 -3.55
C 3.86 2.97 -4.30
C 3.27 3.25 -5.49
C 2.29 2.40 -5.98
C 1.81 1.32 -5.25
H 3.86 1.69 -2.58
H 4.69 3.54 -3.91
H 3.56 4.13 -6.09
H 1.89 2.48 -7.02
H 1.09 0.56 -5.59
N -1.26 -5.06 -0.96
C -2.43 -4.11 -0.70
C -3.60 -5.00 -0.29
P -2.74 -3.47 -2.43
O -4.21 -2.89 -2.58
O -1.84 -2.29 -2.53
O -2.46 -4.63 -3.28
P -1.92 -2.92 0.56
O -1.28 -3.95 1.63
O -3.03 -2.23 1.25
O -0.73 -2.23 -0.06
H -1.15 -5.67 -0.13
H -0.37 -4.57 -1.00
H -1.43 -5.49 -1.89
H -3.88 -5.56 -1.19
H -4.44 -4.49 0.05
H -3.28 -5.71 0.48
H -4.12 -1.98 -2.76
H -1.89 -3.91 2.41
Te 0.48 0.15 3.42
C 2.45 -0.09 4.22
C 3.63 -0.02 3.44
C 4.88 -0.16 4.10
C 4.94 -0.43 5.46
C 3.78 -0.65 6.18
C 2.57 -0.46 5.56
C 1.17 1.86 2.46
C 1.38 1.78 1.07
C 1.67 2.92 0.33
C 1.90 4.14 0.99
C 1.81 4.19 2.37
C 1.36 3.09 3.10
H 3.62 0.28 2.39
H 5.78 -0.07 3.53
H 5.89 -0.49 5.99
H 3.77 -0.94 7.20
H 1.70 -0.60 6.13
H 1.13 0.87 0.51
H 1.70 2.75 -0.74
H 2.17 5.00 0.40
H 2.08 5.08 2.92
H 1.19 3.27 4.13
O -1.73 2.87 -1.36
C -1.57 1.55 -1.17
O -0.54 0.97 -1.49
C -2.69 0.87 -0.39
N -3.93 1.58 -0.53
C -4.76 1.23 0.60
C -3.78 1.19 1.77
C -2.41 0.90 1.15
H -2.70 -0.18 -0.75
H -4.35 1.34 -1.41
H -2.64 3.08 -1.05
H -5.29 0.30 0.44
H -5.50 2.02 0.72
H -4.06 0.38 2.45
H -3.77 2.16 2.24
H -2.00 -0.04 1.49
H -1.66 1.68 1.34
*
```

expectation value of S²	6.010
max |F|	2.09	eV Å⁻¹
energy above the lowest of the compared OMol25 structures with the same formula, charge and spin	0.0	kJ/mol

=====

Molecular weight / Da: 116.100; 99.153; 650.792; 793.942